C5H10O2 | ωB97M-V with the def2-TZVPD basis set

Properties
Gap between HOMO and LUMO in eV: 10.281
HOMO in eV: -9.40
Relative energy (zero: lowest compared OMol25 entry of this formula, charge and spin) in kJ/mol: 767.5

Cartesian coordinates (Å):
C 0.692 1.723 -0.063
C -0.523 -0.276 -0.350
C -1.887 -0.714 -0.635
C -1.621 0.015 0.795
C 1.596 -1.175 0.117
H 1.418 1.186 0.678
H -0.036 2.385 0.267
H 1.310 2.409 -0.569
H -1.447 -2.003 -0.755
H -2.426 -0.154 -1.451
H -1.487 -0.536 1.981
H -2.166 1.091 0.685
H 1.753 -1.219 1.372
H 2.441 -1.996 -0.270
H 2.026 -0.261 -0.477
O 0.053 0.960 -0.867
O 0.301 -1.433 -0.458